(i)
The following is a quantum chemistry calculation of C4H8N2OS in the gas phase, from the OMol25 dataset.

Last column: natural (NBO) charge in e.
Atoms and positions in Å:
O 2.5387 1.6113 -0.3871  -0.5697
N 1.2109 1.8421 -0.0165  -0.1383
C 0.4328 0.8108 0.0491  0.3213
C -1.0516 1.0206 0.3764  -0.4363
C -1.6282 -0.1443 -0.4192  -0.4171
C -0.6436 -1.2567 -0.1911  -0.2127
N 0.6492 -0.5348 -0.3716  -0.5909
S 2.0672 -1.4020 0.0137  0.2137
H 2.7128 0.6260 -0.2955  0.4439
H -1.3459 2.0393 0.1196  0.2485
H -1.1967 0.8586 1.4660  0.2137
H -2.6773 -0.4289 -0.1505  0.2221
H -1.6648 0.1272 -1.4790  0.2156
H -0.8109 -1.6801 0.8241  0.1805
H -0.6806 -2.0786 -0.8907  0.2155
H 2.0880 -1.4107 1.3524  0.0902

The calculation puts the gap between HOMO and LUMO at 9.36 eV. The calculation puts the LUMO energy at 0.56 eV. As for the SMILES: O/N=C1/CCCN1S.

(ii)
The following is a quantum chemistry calculation of C4H8N2OS in the gas phase, from the OMol25 dataset.

Last column: natural (NBO) charge in e.
Atoms and positions in Å:
C -0.0377 1.8142 -1.0993  -0.4408
N 0.4670 0.9635 -0.0026  -0.2910
C 0.1117 1.3363 1.3223  -0.4272
N 0.4425 -0.4713 -0.2190  -0.3354
C 1.7146 -1.1748 0.0297  0.5275
O 2.7752 -0.5749 -0.0164  -0.5091
C -0.7291 -1.2404 -0.2206  -0.0547
S -2.2610 -0.5439 0.0467  -0.1046
H 0.7125 2.7084 -1.1096  0.2143
H -1.1543 2.0662 -0.8207  0.2174
H 0.2387 1.0984 -2.0190  0.2310
H -0.9105 0.9664 1.6221  0.2004
H 0.8281 0.8842 2.0465  0.1989
H 0.3191 2.3987 1.1596  0.2197
H 1.6876 -2.3404 0.0041  0.1463
H -0.4698 -2.3382 -0.1397  0.2073

The calculation puts the gap between HOMO and LUMO at 8.30 eV. The calculation puts the LUMO energy at -0.42 eV. As for the SMILES: CN(C)N(C=O)C=S.

(i) (0.881 eV below the next structure)

(i)
The following is a quantum chemistry calculation of C4H8N2OS in the gas phase, from the OMol25 dataset.

Last column: natural (NBO) charge in e.
Atoms and positions in Å:
C 2.0598 1.1803 -2.0599  -0.6637
C 1.2089 0.5500 -0.9472  0.2774
C 1.4939 -0.8948 -0.5450  -0.1389
O 1.7093 -1.1371 0.7823  -0.6990
N 0.4987 1.3342 -0.2520  -0.2750
N -0.4903 0.8278 0.6526  -0.4467
C -1.5347 0.0903 0.2076  -0.0699
S -2.6313 -0.8129 1.1478  -0.1767
H 1.7085 2.1697 -2.4507  0.2420
H 3.1635 1.2538 -1.8638  0.2393
H 1.8988 0.5803 -2.9226  0.2245
H 2.4510 -1.1720 -1.0898  0.1978
H 0.7539 -1.6546 -0.9809  0.1908
H 0.8026 -1.1847 1.2910  0.4893
H -0.4174 1.3256 1.5456  0.4199
H -1.3610 0.0968 -0.8884  0.1890

The calculation puts the gap between HOMO and LUMO at 8.80 eV. The calculation puts the LUMO energy at 0.23 eV. As for the SMILES: C/C(CO)=N/NC=S.

(ii)
The following is a quantum chemistry calculation of C4H8N2OS in the gas phase, from the OMol25 dataset.

Last column: natural (NBO) charge in e.
Atoms and positions in Å:
C -1.7345 -0.1476 -1.8105  -0.6408
C -0.3958 -0.7446 -1.6209  -0.0666
O 0.1716 -0.4281 -0.3491  -0.4205
N 0.5693 0.8975 -0.3503  -0.0882
C 1.0655 1.2710 0.7729  -0.0194
C 1.1849 0.5642 2.0883  0.0449
N 0.7254 -0.6687 2.2274  -0.7464
S 1.8720 1.3634 3.3638  -0.1492
H -2.4936 -0.6173 -1.1609  0.2086
H -1.6638 0.9122 -1.5547  0.2287
H -2.0405 -0.2538 -2.8463  0.2200
H 0.2783 -0.2778 -2.3716  0.1857
H -0.3488 -1.8340 -1.7278  0.1933
H 1.3018 2.3219 0.8559  0.2258
H 1.0305 -1.1643 3.0636  0.4073
H 0.4778 -1.1942 1.4202  0.4168

The calculation puts the gap between HOMO and LUMO at 8.36 eV. The calculation puts the LUMO energy at -0.23 eV. As for the SMILES: CCO/N=C\C(N)=S.

(iii)
The following is a quantum chemistry calculation of C4H8N2OS in the gas phase, from the OMol25 dataset.

Last column: natural (NBO) charge in e.
Atoms and positions in Å:
S 3.0286 -0.3872 0.4340  -0.0595
C 1.9506 0.3549 -0.8561  -0.5834
C 0.4744 0.0484 -0.6629  0.3746
N -0.2518 1.0234 -0.1747  -0.4962
C -1.7136 0.8737 0.0814  -0.2814
C -1.6324 -0.4284 0.7461  -0.0959
O -1.3722 -1.3792 -0.2946  -0.3611
N -0.0619 -1.2205 -0.7569  -0.3293
H 2.2672 0.0260 1.5810  0.1425
H 1.9953 1.4651 -0.6609  0.2635
H 2.5415 0.2786 -1.8294  0.2605
H -2.3653 0.7271 -0.7338  0.2168
H -1.8420 1.6987 0.7734  0.2130
H -2.5787 -0.7343 1.1797  0.1904
H -0.9345 -0.4362 1.5667  0.1754
H 0.4949 -1.9103 -0.3931  0.3701

The calculation puts the gap between HOMO and LUMO at 9.65 eV. The calculation puts the LUMO energy at 0.76 eV. As for the SMILES: SCC1=NCCON1.

(iv)
The following is a quantum chemistry calculation of C4H8N2OS in the gas phase, from the OMol25 dataset.

Last column: natural (NBO) charge in e.
Atoms and positions in Å:
H -2.9054 1.9374 -0.0213  0.3297
N -3.1244 0.9578 0.0046  -0.7056
C -2.0525 0.2103 -0.0562  0.4476
C -2.2612 -1.3247 0.1940  -0.6928
N -0.7616 0.4925 -0.3811  -0.7591
S 0.4944 -0.7148 -0.0620  0.4049
C 1.9183 0.3288 0.0602  0.3830
C 3.1909 -0.4944 -0.0492  -0.7524
O 1.7533 1.5454 0.2206  -0.5611
H -3.3168 -1.4233 0.2002  0.2465
H -1.9133 -1.4226 1.2998  0.2278
H -1.6736 -1.9731 -0.5234  0.2225
H -0.4792 1.4933 0.1135  0.4312
H 3.1287 -1.2463 -0.8860  0.2548
H 3.5641 -0.9070 0.9984  0.2650
H 4.0876 0.1424 -0.2119  0.2580

The calculation puts the gap between HOMO and LUMO at 9.30 eV. The calculation puts the LUMO energy at 0.37 eV. As for the SMILES: [H]/N=C(/C)NSC(C)=O.

(iv) (0.134 eV below the next structure)

(i)
The following is a quantum chemistry calculation of C4H8N2OS in the gas phase, from the OMol25 dataset.

Last column: natural (NBO) charge in e.
Atoms and positions in Å:
N 0.9238 -1.8263 -0.8841  -0.8242
C 1.2770 -0.5183 -1.3585  -0.0703
C 0.6288 0.0523 -2.6385  -0.0785
O 0.2456 1.1801 -1.8677  -0.5169
C 0.6735 0.6783 -0.6101  0.0373
C -0.3943 0.2382 0.3215  0.0782
N -0.2383 0.5210 1.5720  -0.5150
S -1.5326 0.0795 2.6544  0.1459
H 1.6307 -2.4417 -1.1675  0.3644
H 0.0795 -2.1831 -1.1628  0.3560
H 2.3538 -0.4055 -1.3173  0.2049
H 1.2285 0.2646 -3.5026  0.1761
H -0.2202 -0.4803 -3.0114  0.1594
H 1.4075 1.4065 -0.1332  0.1982
H -1.1141 -0.4763 -0.0556  0.1649
H -0.7170 0.0370 3.7189  0.1195

The calculation puts the gap between HOMO and LUMO at 9.59 eV. The calculation puts the LUMO energy at 0.80 eV. As for the SMILES: N[C@H]1CO[C@H]1/C=N/S.

(ii)
The following is a quantum chemistry calculation of C4H8N2OS in the gas phase, from the OMol25 dataset.

Last column: natural (NBO) charge in e.
Atoms and positions in Å:
C -1.3255 -0.6440 1.2725  -0.4206
N -0.3256 0.4420 1.1586  -0.4663
N 0.1818 0.6545 -0.1330  -0.2627
C -0.4533 1.4621 -1.0108  -0.1039
S -1.8188 2.2871 -0.7503  -0.1318
C 1.4833 0.1095 -0.4521  -0.3236
C 1.2862 -1.3692 -0.8159  0.4293
O 2.1819 -2.1579 -0.7878  -0.4934
H -1.7361 -0.5748 2.3056  0.2151
H -2.0996 -0.5477 0.5878  0.1910
H -0.9180 -1.6468 1.1522  0.1940
H -0.7442 1.3575 1.4414  0.3821
H -0.0166 1.4601 -2.0290  0.1990
H 1.7780 0.6841 -1.2870  0.2289
H 2.2804 0.1622 0.3722  0.2501
H 0.2461 -1.6787 -1.0243  0.1128

The calculation puts the gap between HOMO and LUMO at 9.17 eV. The calculation puts the LUMO energy at 0.33 eV. As for the SMILES: CNN(C=S)CC=O.

(ii) (0.586 eV below the next structure)